[1]
Here is 2 unconnected molecules or ions with the total composition C7H11Cl from OMol25. Energies are from wB97M-V/def2-TZVPD.

Last column: Löwdin charge in e.
Element x y z (Å)
C (-1.21076, 0.56728, -2.21924)  -0.154
C (1.26258, 2.52468, -0.15173)  0.000
C (-0.93156, 1.58841, -1.24682)  -0.239
C (0.22892, 1.98957, -0.74389)  -0.082
C (1.17683, -1.87190, 0.46940)  -0.143
C (-0.74950, -1.04559, 1.99163)  -0.115
C (-0.17604, -1.33355, 0.62592)  -0.797
Cl (-1.22930, -1.33063, -0.63787)  0.850
H (-2.10633, 0.59743, -2.76722)  0.034
H (-0.45754, 0.33448, -2.90620)  0.032
H (1.87994, 1.91846, 0.41228)  0.018
H (1.86899, 3.31116, -0.54401)  0.049
H (-1.82772, 1.78568, -0.69544)  0.097
H (1.31025, -2.24448, -0.51008)  0.055
H (1.93893, -1.12871, 0.84094)  0.100
H (1.35548, -2.69532, 1.12857)  0.064
H (0.13262, -1.53485, 2.62661)  0.120
H (-1.70460, -1.44683, 2.26380)  0.057
H (-0.76120, 0.01471, 2.06335)  0.053

The calculation puts the highest occupied orbital energy (spin up / spin down) at -0.26106 / -0.26474 Ha. For the LUMO energy (spin up / spin down), the calculation gives 0.22 / 0.62 eV. The value obtained for the gap between HOMO and LUMO (spin up / spin down) is 7.3282 / 7.8244 eV.

[2]
Here is 2 unconnected molecules or ions with the total composition C7H11Cl from OMol25. Energies are from wB97M-V/def2-TZVPD.

Last column: Löwdin charge in e.
Element x y z (Å)
C (-1.21425, -2.63855, -0.26844)  -0.132
C (-2.02149, 0.96432, -0.40803)  0.001
C (-1.53048, -1.46168, 0.46834)  -0.277
C (-1.87226, -0.28379, -0.10466)  -0.104
C (1.28291, 0.78956, -1.17697)  -0.110
C (1.53270, 0.48661, 1.33426)  -0.132
C (1.17218, -0.06002, 0.05314)  -0.799
Cl (1.16182, -1.69645, -0.20606)  0.808
H (-1.41580, -3.65141, 0.18550)  0.073
H (-1.06083, -2.48946, -1.37240)  0.066
H (-1.15996, 1.64821, -0.47033)  0.046
H (-2.90288, 1.32050, -0.78975)  0.027
H (-1.88564, -1.52248, 1.54655)  0.131
H (1.51927, 0.19591, -2.02199)  0.051
H (0.19523, 1.28368, -1.27442)  0.090
H (2.05715, 1.45361, -1.07255)  0.038
H (2.25889, 1.31391, 1.14525)  0.096
H (1.99951, -0.14850, 2.08749)  0.083
H (0.77796, 0.93553, 1.85710)  0.044

The calculation puts the highest occupied orbital energy (spin up / spin down) at -0.23055 / -0.34795 Ha. For the LUMO energy (spin up / spin down), the calculation gives 0.89 / -0.36 eV. Its spin multiplicity is 3. The value obtained for the gap between HOMO and LUMO (spin up / spin down) is 7.1610 / 9.1119 eV.

[3]
Here is a molecular structure, C7H11Cl2N6O10S2Ti from OMol25. Energies are from wB97M-V/def2-TZVPD.

Last column: Löwdin charge in e.
Element x y z (Å)
Ti (-0.36893, 0.04393, -0.06549)  1.034
N (1.31942, 0.70385, 1.47297)  -0.010
N (2.65080, 0.42526, 1.15872)  -0.002
C (2.97151, 0.14339, -0.10227)  -0.713
N (4.23845, -0.10847, -0.39607)  0.154
S (1.79617, 0.17951, -1.33648)  0.900
H (1.19359, 1.69712, 1.66126)  0.136
H (1.05794, 0.16732, 2.29903)  0.112
H (3.32507, 0.39521, 1.90981)  0.179
H (4.97727, -0.05232, 0.28679)  0.135
H (4.48780, -0.33600, -1.34428)  0.122
N (-2.18024, -4.33283, -5.43296)  0.105
C (-2.66154, -4.39951, -4.18153)  -0.853
S (-3.68651, -5.54034, -3.62450)  0.742
C (-2.13592, -3.34951, -3.25660)  -0.215
C (-2.98005, -2.69210, -2.37401)  0.017
C (-2.46279, -1.75142, -1.51258)  -0.067
N (-1.15344, -1.43748, -1.46805)  -0.041
C (-0.33601, -2.09888, -2.30360)  -0.106
C (-0.78296, -3.03465, -3.21027)  0.023
H (-2.50635, -5.00941, -6.10464)  0.110
H (-1.67057, -3.53323, -5.76827)  0.113
H (-4.03466, -2.92500, -2.34666)  0.120
H (-3.11442, -1.24271, -0.82425)  0.114
H (0.71921, -1.88862, -2.23170)  0.061
H (-0.06633, -3.53996, -3.84294)  0.130
O (-2.38460, 0.57151, 0.00629)  -0.390
Cl (-2.48488, 0.94151, 1.46787)  0.803
O (-3.38476, 0.10092, 2.12968)  -0.175
O (-2.73090, 2.31260, 1.60986)  -0.179
O (-1.06098, 0.62885, 1.84494)  -0.401
O (-0.73812, 1.11132, -1.88726)  -0.196
N (-0.52592, 2.25189, -1.42517)  -0.070
O (-0.15736, 2.13738, -0.22775)  -0.192
O (0.25088, -2.18182, 2.81069)  -0.242
Cl (-0.19775, -2.46679, 1.49439)  0.763
O (-1.53136, -1.96588, 1.25011)  -0.316
O (-0.03374, -3.80833, 1.11035)  -0.208
O (0.65818, -1.60251, 0.55387)  -0.498

The charge is +1. The calculation puts the highest occupied orbital energy at -0.40764 Ha. For the LUMO energy, the calculation gives -4.94 eV. The value obtained for the gap between HOMO and LUMO is 6.1486 eV.

[4]
Here is 2 unconnected molecules or ions with the total composition C7H11Cl2O4P from OMol25. Energies are from wB97M-V/def2-TZVPD.

Last column: Löwdin charge in e.
Element x y z (Å)
C (-1.61509, -1.18876, 0.45876)  -0.448
C (0.17293, 0.61271, 0.84518)  -0.434
C (0.22380, -3.33708, -1.71273)  -0.064
C (0.16846, 4.34060, 0.14060)  -0.079
C (-1.10654, -2.80909, -1.20770)  -0.242
C (-0.52686, 3.05312, 0.73171)  -0.194
C (-1.23807, 0.15930, 0.89649)  0.197
O (-2.60559, -1.76241, 0.88808)  0.114
O (1.13987, -0.14490, 0.81429)  -0.062
O (-0.79628, -1.57719, -0.56254)  -0.016
O (0.42668, 1.94274, 0.97988)  -0.019
P (3.96393, -0.44309, 1.20133)  -0.001
Cl (3.48139, -2.27637, 1.73046)  0.069
Cl (3.41205, -0.61246, -0.72115)  0.085
H (0.81704, -3.73040, -0.81024)  0.107
H (-0.08806, -4.17347, -2.42560)  0.101
H (0.75739, -2.54119, -2.17028)  0.052
H (-0.47099, 5.17325, -0.20766)  0.075
H (0.73824, 4.74054, 0.97730)  0.062
H (0.80699, 4.13111, -0.77466)  0.094
H (-1.51896, -3.50487, -0.40601)  0.137
H (-1.91223, -2.86318, -1.89270)  0.107
H (-1.37805, 2.78207, 0.00427)  0.135
H (-0.96482, 3.35254, 1.72300)  0.124
H (-1.88722, 0.67647, 1.49990)  0.099

The calculation puts the highest occupied orbital energy (spin up / spin down) at -0.37039 / -0.27725 Ha. For the LUMO energy (spin up / spin down), the calculation gives -0.51 / -2.15 eV. The value obtained for the gap between HOMO and LUMO (spin up / spin down) is 9.5699 / 5.3933 eV.

| no. | strongest force on any atom (eV/Å) |
| --- | --- |
| 1 | 3.9 |
| 2 | 4.3 |
| 3 | 0.5 |
| 4 | 3.7 |